The following is a DFT calculation (ωB97M-V/def2-TZVPD) of C39H59ClHfN6O2Si as an isolated structure.

For the maximum force, the calculation gives 0.025 Eh/bohr. The value obtained for the LUMO energy is -5.72 eV. The calculation puts the energy above the lowest of the compared OMol25 structures with the same formula, charge and spin at 140.8 kJ/mol. Its total charge is +2.

CARTESIAN COORDINATES (ANGSTROEM)
Hf: -0.700436 1.422195 0.114360
C: -1.972230 -0.127601 -0.806601
Si: -2.430391 0.857558 -2.346167
C: -3.619657 2.014801 -1.477682
N: -2.886575 2.562148 -0.262589
C: -3.738203 2.334022 0.950104
C: -5.118034 2.986622 0.833330
C: -5.057939 4.306399 0.047173
C: -3.676382 4.939223 0.192813
C: -2.580786 4.028951 -0.372102
C: -1.132321 2.214807 -2.742902
C: 0.096155 2.383526 -2.077124
C: 0.853311 3.557459 -2.169439
C: 0.401997 4.586399 -2.966543
C: -0.780329 4.421009 -3.691494
C: -1.544809 3.268381 -3.563857
C: -3.110688 0.049777 -3.841142
C: -4.187069 -0.831673 -3.678397
C: -4.815780 -1.385174 -4.784634
C: -4.373107 -1.065978 -6.063487
C: -3.296751 -0.205431 -6.237396
C: -2.665741 0.349144 -5.131243
H: -1.506665 -1.080728 -1.035435
H: -2.914778 -0.332638 -0.283886
H: -4.495847 1.452031 -1.147599
H: -3.990959 2.816593 -2.116706
H: -3.205796 2.743897 1.795876
H: -3.821907 1.261380 1.116681
H: -5.458643 3.179864 1.852409
H: -5.845788 2.306340 0.391469
H: -5.819191 4.994360 0.410002
H: -5.280237 4.136185 -1.007514
H: -3.489165 5.142739 1.250761
H: -3.626899 5.898224 -0.322288
H: -1.642870 4.225947 0.157878
H: -2.404741 4.248996 -1.418072
H: 0.608983 1.501714 -1.683323
H: 1.805376 3.637304 -1.658231
H: 0.978674 5.498765 -3.057995
H: -1.114835 5.210998 -4.354650
H: -2.481719 3.191071 -4.109310
H: -4.539513 -1.092182 -2.681535
H: -5.647168 -2.066446 -4.650932
H: -4.867718 -1.493248 -6.928085
H: -2.946131 0.030515 -7.234246
H: -1.813625 1.004355 -5.282813
C: -1.523824 4.057492 3.202769
C: -0.461483 3.031280 2.843095
C: 0.758864 3.770814 2.263002
C: -0.083836 2.247434 4.081462
O: -0.997952 2.111049 1.850982
H: -1.152146 4.680199 4.018529
H: -2.438622 3.568411 3.544539
H: -1.757452 4.710800 2.358504
H: 1.704255 3.311780 2.569642
H: 0.783206 4.800442 2.614219
H: 0.725986 3.822828 1.172998
H: 0.586458 2.832700 4.712884
H: 0.406641 1.313502 3.812798
H: -0.972132 1.996676 4.666450
C: 5.523211 -4.503437 0.995880
C: 4.570617 -4.399537 -0.205716
C: 5.095740 -3.286861 -1.122135
C: 4.618190 -5.735183 -0.959802
C: 3.118486 -4.072077 0.270260
O: 3.093364 -2.788411 0.920124
C: 2.565368 -5.162968 1.202248
C: 1.331185 -4.820547 2.036139
C: 1.527827 -3.772796 3.106348
C: 0.595471 -2.759677 3.307803
C: 0.779386 -1.793726 4.294222
C: 1.925106 -1.830765 5.079024
Cl: 2.188936 -0.619205 6.287849
C: 2.851381 -2.844589 4.915852
C: 2.640019 -3.810019 3.943709
C: 2.117413 -3.936540 -0.934544
N: 1.647387 -2.569678 -1.193496
C: 0.824599 -1.816310 -0.471688
N: 0.834639 -0.572969 -0.948838
C: 1.660602 -0.666414 -2.033645
N: 2.177304 -1.851597 -2.208554
H: 6.549010 -4.556404 0.626585
H: 5.356149 -5.399338 1.595441
H: 5.482042 -3.631351 1.659198
H: 6.090526 -3.557987 -1.483189
H: 5.179831 -2.336731 -0.590595
H: 4.464673 -3.126543 -1.998072
H: 5.651724 -5.949631 -1.239618
H: 4.038027 -5.726231 -1.886668
H: 4.270364 -6.568996 -0.345218
H: 3.704345 -2.816712 1.666031
H: 3.352172 -5.506092 1.874077
H: 2.311397 -6.021028 0.574886
H: 1.003034 -5.747468 2.514554
H: 0.498108 -4.517714 1.390439
H: -0.314307 -2.738447 2.711450
H: 0.025224 -1.037641 4.481637
H: 3.725866 -2.885278 5.553954
H: 3.366994 -4.611832 3.847792
H: 1.236496 -4.546962 -0.749079
H: 2.568689 -4.255029 -1.865023
H: 0.297047 -2.169433 0.403615
H: 1.891475 0.161654 -2.693650
N: 1.965758 1.454263 0.364610
N: 1.375107 0.648199 1.409644
H: 2.658184 0.901668 -0.124538
H: 2.455840 2.227864 0.794626
H: 1.753809 0.911328 2.312061
H: 1.635148 -0.322830 1.274698

Atomic forces in eV per Å
Hf 1.2 -0.5 -0.1
C -0.1 -0.2 0.4
Si -0.1 0.2 0.3
C -0.1 0.2 0.1
N 0.2 -0.4 -0.1
C -0.1 0.1 -0.2
C 0.0 0.1 0.0
C 0.0 0.0 0.0
C -0.1 0.0 0.0
C -0.1 -0.2 0.1
C 0.2 -0.2 0.0
C -0.1 -0.1 -0.3
C 0.0 -0.1 0.0
C -0.1 0.1 -0.1
C 0.0 0.0 0.0
C 0.0 0.1 0.0
C 0.0 -0.2 -0.1
C 0.0 0.0 -0.1
C 0.0 0.0 0.0
C 0.0 0.0 0.0
C 0.0 0.0 0.0
C 0.0 -0.1 -0.1
H 0.0 0.0 0.0
H 0.0 0.1 -0.2
H 0.0 0.1 0.0
H 0.0 0.1 0.1
H 0.1 0.0 0.0
H 0.0 -0.1 0.0
H 0.0 0.0 0.0
H 0.0 0.0 0.0
H 0.0 0.0 0.0
H 0.0 0.0 0.0
H 0.0 0.0 -0.1
H 0.0 0.0 0.0
H 0.1 0.0 0.0
H 0.0 0.0 -0.1
H 0.1 0.1 -0.1
H 0.0 0.0 0.0
H -0.1 0.0 0.0
H 0.0 0.0 0.0
H 0.1 0.0 0.0
H 0.0 0.0 -0.1
H 0.0 0.0 0.0
H 0.0 0.0 0.1
H 0.0 0.0 0.0
H -0.1 0.0 0.0
C -0.2 0.0 0.0
C -0.1 0.1 -0.1
C 0.1 -0.2 0.1
C -0.1 -0.2 0.2
O 0.1 0.6 0.5
H 0.0 0.0 0.0
H 0.1 0.0 0.0
H 0.0 -0.1 0.1
H 0.0 0.0 -0.1
H 0.1 0.0 0.1
H -0.1 0.1 -0.1
H 0.0 0.0 0.0
H 0.1 0.0 0.1
H 0.1 0.0 0.0
C 0.0 0.0 0.0
C 0.0 0.0 -0.1
C 0.0 0.0 0.0
C 0.0 -0.1 0.0
C -0.2 0.3 0.0
O 0.0 0.0 -0.2
C 0.1 -0.2 0.0
C -0.2 0.1 -0.1
C 0.1 0.0 0.0
C 0.0 0.1 0.1
C 0.0 0.0 0.0
C -0.2 0.0 -0.1
Cl -0.1 0.1 0.0
C 0.1 -0.1 0.0
C 0.1 -0.1 0.0
C -0.1 0.3 0.2
N 0.2 -0.4 -0.1
C 0.5 0.1 0.0
N -0.5 0.0 -0.2
C 0.1 0.3 0.0
N -0.1 -0.1 0.3
H 0.0 0.0 0.0
H 0.0 0.0 0.0
H 0.0 -0.1 -0.1
H -0.1 0.0 0.0
H 0.0 0.0 0.0
H 0.0 0.0 0.0
H -0.1 0.0 0.0
H 0.0 0.0 0.1
H 0.0 0.1 0.0
H -0.1 -0.1 0.0
H 0.0 0.0 -0.1
H 0.1 -0.1 0.1
H 0.0 0.0 0.0
H 0.0 0.0 0.0
H 0.0 0.0 0.0
H 0.0 0.0 0.0
H -0.1 0.0 0.0
H -0.1 0.1 0.0
H 0.0 0.0 0.0
H 0.0 -0.1 -0.1
H 0.0 0.0 -0.1
H -0.1 -0.2 0.1
N -0.3 0.4 0.0
N -0.4 -0.4 -0.1
H 0.1 0.0 -0.2
H 0.0 0.2 0.1
H -0.2 0.1 0.2
H 0.1 -0.1 0.0

***

The following is a DFT calculation (ωB97M-V/def2-TZVPD) of a 3-piece molecular cluster, C39H59F14N3O5PSSi overall.

For the maximum force, the calculation gives 0.072 Eh/bohr. The value obtained for the LUMO energy is -4.93 eV. Its total charge is +1.

CARTESIAN COORDINATES (ANGSTROEM)
C: 5.552326 -3.498157 2.594924
Si: 5.043310 -2.547211 1.000613
C: 4.795172 -3.883664 -0.335994
C: 3.473313 -1.570860 1.452811
C: 3.036825 -0.498154 0.377436
C: 1.835097 -0.971679 -0.529416
F: 0.618759 -0.898791 0.089381
F: 2.032683 -2.334086 -0.822927
C: 1.956125 -0.212336 -1.876702
C: 1.061028 0.801805 -2.400805
C: -0.178829 1.249290 -1.582729
O: -1.257540 0.877201 -1.943466
O: -0.057882 2.014869 -0.442824
C: -0.767419 3.274088 -0.563112
C: 0.341285 4.419901 -0.483252
O: 1.130056 4.135589 0.683715
C: -0.295921 5.839021 -0.294657
F: -1.098600 5.929132 0.805685
F: -0.965633 6.191230 -1.441098
F: 0.744233 6.721658 -0.104328
C: 1.263820 1.466966 -3.708024
P: 0.091787 2.748482 -4.405344
S: 0.970644 4.475400 -4.500150
C: 2.462487 1.048006 -4.422212
F: 2.677533 1.675810 -5.594809
N: 3.326540 0.121293 -3.928255
C: 4.546115 -0.176540 -4.751661
C: 5.842874 0.504636 -4.169062
O: 6.235870 1.684327 -4.865850
C: 6.241796 2.843285 -4.031309
C: 7.385936 2.846561 -2.944439
F: 8.341524 1.886112 -3.164201
F: 6.821854 2.567998 -1.701594
C: 8.095016 4.259527 -2.982498
F: 7.194470 5.306909 -3.031246
F: 8.862441 4.249919 -4.132779
C: 9.062697 4.540026 -1.758162
F: 9.412255 3.415147 -1.054300
F: 10.240468 5.070622 -2.270275
C: 8.521157 5.615517 -0.736501
F: 9.417496 5.654622 0.317038
F: 7.309246 5.215315 -0.179900
C: 3.127096 -0.522403 -2.705502
O: 4.086244 -1.411640 -2.348699
C: 6.513534 -1.439170 0.496301
C: 7.345421 -1.785701 -0.676517
C: 8.499526 -0.987353 -1.071217
C: 8.905789 0.213590 -0.323098
C: 8.081344 0.569494 0.826038
C: 6.918365 -0.228658 1.230094
H: 4.670075 -4.060265 3.011063
H: 5.914858 -2.722553 3.328842
H: 6.401300 -4.177843 2.333278
H: 5.343868 -4.811101 0.000601
H: 3.732399 -4.198010 -0.487078
H: 5.209329 -3.597896 -1.344063
H: 2.614437 -2.265359 1.643381
H: 3.655367 -1.033703 2.428684
H: 3.898832 -0.127832 -0.234747
H: 2.659306 0.403200 0.944331
H: -1.550586 3.370108 0.229018
H: -1.233232 3.374393 -1.576935
H: 0.949109 4.356602 -1.425214
H: 0.481293 3.800485 1.331770
H: -1.095988 2.863546 -3.617732
H: -0.296136 2.370198 -5.733351
H: 4.397787 0.081805 -5.830561
H: 4.677868 -1.292010 -4.727110
H: 6.680832 -0.239390 -4.064558
H: 5.592433 0.812032 -3.105902
H: 5.250509 2.921399 -3.499851
H: 6.305365 3.728599 -4.719531
H: 8.417323 6.624357 -1.200985
H: 4.952870 -0.969510 -2.206262
H: 7.124798 -2.679771 -1.298307
H: 9.141766 -1.246133 -1.946551
H: 9.796705 0.780415 -0.658052
H: 8.344588 1.459090 1.438797
H: 6.346346 0.097288 2.124837
C: -6.165408 -1.190286 2.692311
C: -6.121023 -1.428264 1.188976
N: -6.090912 -0.202514 0.405197
C: -6.333218 -0.420108 -1.015210
C: -5.306476 -1.242658 -1.796636
C: -5.021966 0.732117 0.719124
C: -3.580275 0.228231 0.607429
H: -7.003336 -0.546388 2.966274
H: -6.292749 -2.142599 3.213254
H: -5.242557 -0.739891 3.064327
H: -7.024551 -1.987992 0.926980
H: -5.269250 -2.083625 0.959136
H: -6.459095 0.548911 -1.510045
H: -7.307018 -0.911461 -1.116315
H: -4.395098 -0.675164 -1.989889
H: -5.721090 -1.515584 -2.770821
H: -5.041660 -2.169665 -1.286536
H: -5.174720 1.094730 1.740551
H: -5.132399 1.627791 0.099379
H: -3.443841 -0.756536 1.057866
H: -2.910808 0.919144 1.130220
H: -3.244695 0.187648 -0.428092
C: -9.572209 -4.441923 2.245084
C: -10.001536 -4.633433 3.693955
N: -9.437810 -3.647718 4.602617
C: -9.613256 -3.992245 6.008334
C: -11.040195 -4.051299 6.556084
C: -9.682626 -2.252458 4.265953
C: -11.137701 -1.794685 4.138398
H: -8.483843 -4.422082 2.154746
H: -9.942492 -5.271335 1.637554
H: -9.975403 -3.522351 1.815711
H: -9.659143 -5.626763 4.000680
H: -11.099042 -4.653187 3.738471
H: -9.028080 -3.299803 6.622734
H: -9.147596 -4.970416 6.172955
H: -11.460933 -3.055854 6.698126
H: -11.036148 -4.535041 7.536400
H: -11.708298 -4.626746 5.914167
H: -9.176385 -2.036688 3.319227
H: -9.174456 -1.610154 4.991939
H: -11.748748 -2.494604 3.565702
H: -11.172946 -0.833403 3.618501
H: -11.602160 -1.642738 5.112250

Atomic forces in eV per Å
C -0.1 0.7 -0.2
Si 0.4 -1.2 0.7
C 0.1 -0.5 -0.6
C -0.4 0.7 -0.1
C -0.9 0.5 1.2
C 2.0 -0.8 0.3
F 1.1 0.4 -0.9
F -0.6 1.4 0.0
C 0.4 0.7 -2.5
C 1.2 0.2 -0.3
C -1.0 -0.6 1.0
O 0.5 0.1 -0.7
O 0.8 -0.2 -1.8
C 0.1 1.7 -0.7
C -1.0 -1.2 1.2
O -0.8 0.1 -0.7
C 1.4 0.2 -0.5
F 0.6 -0.2 -1.5
F 0.4 -0.2 1.6
F -1.5 -0.8 -0.4
C 1.2 -2.7 1.2
P 0.7 1.6 -0.7
S 0.1 -0.1 0.3
C -3.1 1.7 1.2
F 0.5 -1.5 1.5
N -0.3 0.7 -0.7
C 1.3 -1.1 -0.5
C -0.4 0.0 1.3
O -0.2 -0.4 0.7
C -0.6 0.1 -0.4
C -0.5 0.1 -0.1
F -1.0 0.9 0.0
F 0.6 0.6 -1.2
C 1.1 -0.3 0.3
F 0.7 -1.3 -0.2
F -1.3 0.2 1.2
C 1.2 0.7 0.6
F -0.6 0.8 -1.0
F -1.4 -0.5 0.6
C -0.1 -0.3 1.1
F -0.8 0.1 -1.4
F 1.2 0.3 -1.0
C -1.0 0.7 0.7
O -0.9 1.1 -0.3
C 1.9 1.7 -1.1
C 0.6 1.6 0.7
C -0.4 1.1 1.5
C -2.6 -2.0 0.6
C -0.3 -1.3 -0.7
C 1.2 -0.6 -1.7
H 1.0 0.4 -0.3
H -0.4 -1.0 -0.5
H -0.7 0.4 0.4
H -0.4 1.0 -0.4
H 0.8 0.4 0.2
H -0.5 -0.3 1.0
H 0.8 0.5 -0.1
H -0.1 -0.5 -1.0
H -0.8 -0.5 0.4
H 0.2 -0.7 -0.8
H 0.7 -0.2 -0.6
H 0.0 -0.3 1.0
H -0.3 0.5 1.0
H 0.7 0.3 -0.1
H 0.5 -1.0 -0.3
H 0.0 -0.6 0.9
H -0.1 0.1 1.2
H -0.2 1.1 0.1
H -0.7 0.7 -0.5
H 0.3 -0.4 -0.9
H 1.0 0.1 -0.2
H 0.2 -0.9 0.7
H 0.1 -0.8 0.4
H -0.2 -0.3 0.0
H 0.1 0.7 0.7
H -0.8 -0.1 0.8
H -0.8 -0.3 0.5
H -0.2 -0.7 -0.6
H 0.5 -0.3 -0.7
C 0.1 0.0 0.1
C 0.0 0.0 0.2
N -0.1 0.2 -0.3
C -0.2 0.0 0.0
C 0.1 0.0 -0.2
C 0.0 0.1 0.4
C 0.2 0.1 -0.1
H 0.1 0.0 -0.1
H 0.0 0.0 -0.1
H 0.0 0.0 0.0
H 0.1 0.1 -0.2
H 0.0 -0.1 0.0
H 0.1 0.0 0.2
H 0.0 0.0 0.2
H 0.0 -0.1 0.1
H 0.0 0.0 0.0
H 0.0 0.0 0.0
H -0.1 -0.1 0.0
H -0.1 -0.2 -0.1
H 0.0 0.0 0.0
H 0.0 0.0 0.0
H 0.0 -0.1 0.0
C -0.1 0.1 -0.1
C 0.0 0.1 -0.2
N 0.3 0.0 0.3
C 0.1 -0.2 0.1
C -0.1 0.1 0.2
C 0.0 0.1 -0.3
C -0.1 0.2 0.0
H 0.0 0.1 0.1
H 0.0 0.0 0.1
H 0.0 0.0 0.0
H 0.0 0.1 0.2
H -0.1 -0.1 -0.1
H 0.0 0.1 -0.2
H 0.0 0.0 -0.2
H 0.0 -0.1 -0.1
H 0.0 0.0 0.0
H 0.0 0.0 0.0
H 0.0 -0.1 0.0
H 0.0 -0.2 0.1
H 0.0 0.0 0.0
H 0.0 0.0 0.0
H -0.1 -0.1 -0.1

***

| no. | molar mass (g mol⁻¹) |
| --- | --- |
| 1 | 885.97 |
| 2 | 1007.02 |